{"formula": "C4H6N2", "method": "ωB97M-V/def2-TZVPD", "species": ["C", "C", "C", "N", "N", "C", "H", "H", "H", "H", "H", "H"], "positions_angstrom": [[-1.837, -0.115, 0.450], [-0.461, 0.023, 0.130], [0.616, -0.951, 0.009], [1.800, -0.269, 0.003], [1.624, 1.072, -0.031], [0.347, 1.277, 0.054], [-2.498, 0.708, 0.201], [-0.511, -0.272, -1.007], [-2.284, -1.103, 0.483], [0.570, -2.031, -0.045], [2.687, -0.623, -0.321], [-0.052, 2.284, 0.073]], "lowdin_charge": [-0.063, -0.460, -0.049, -0.044, 0.042, -0.087, 0.019, 0.228, 0.019, 0.129, 0.146, 0.119], "charge": 0, "molar_mass_g_mol": 82.11, "de_lowest_kcal_mol": 116.9, "homo_ev": [-6.10, -6.32]}

---

{"formula": "C4H6N2", "method": "ωB97M-V/def2-TZVPD", "species": ["N", "C", "C", "C", "C", "N", "H", "H", "H", "H", "H", "H"], "positions_angstrom": [[3.286, -0.005, -0.037], [2.143, -0.112, 0.095], [0.690, -0.219, 0.264], [-0.168, 1.056, 0.016], [-0.896, 0.263, -1.100], [-0.049, -0.738, -0.874], [0.465, -0.749, 1.197], [-0.778, 1.389, 0.859], [0.386, 1.906, -0.390], [-2.539, -0.480, 0.277], [-2.532, -0.656, 1.001], [-0.009, -1.655, -1.307]], "lowdin_charge": [0.153, -0.165, -0.305, -0.163, -0.061, -0.015, 0.144, 0.093, 0.108, 0.016, 0.056, 0.139], "charge": 0, "molar_mass_g_mol": 82.11, "de_lowest_kcal_mol": 101.2, "homo_ev": -9.06}

---

{"formula": "C4H6N2", "method": "ωB97M-V/def2-TZVPD", "species": ["C", "C", "C", "C", "N", "N", "H", "H", "H", "H", "H", "H"], "positions_angstrom": [[2.940, -0.126, -0.039], [-0.015, -0.308, 0.031], [1.949, 0.935, 0.052], [-1.440, -0.677, 0.008], [0.529, 0.807, -0.157], [3.743, -0.913, -0.079], [1.955, 1.464, 1.059], [2.256, 1.761, -0.636], [-2.013, 0.040, -0.651], [-1.790, -0.519, 1.037], [-1.602, -1.804, -0.377], [0.739, -1.044, 0.385]], "lowdin_charge": [-0.237, -0.274, -0.244, -0.083, 0.006, 0.156, 0.145, 0.126, 0.090, 0.075, 0.126, 0.115], "charge": 0, "molar_mass_g_mol": 82.11, "smiles": "C/C=N/CC#N", "de_lowest_kcal_mol": 41.5, "homo_ev": -10.21}

---

{"formula": "C4H6N2", "method": "ωB97M-V/def2-TZVPD", "species": ["C", "N", "C", "C", "N", "C", "H", "H", "H", "H", "H", "H"], "positions_angstrom": [[-1.653, -0.140, 0.155], [-0.424, -0.001, 0.612], [0.566, -0.947, 0.504], [1.318, -0.252, -0.585], [1.309, 1.175, -0.179], [0.266, 1.273, 0.521], [0.570, -0.250, -1.428], [-1.910, -1.112, -0.245], [-2.373, 0.661, 0.231], [0.205, -1.965, 0.381], [2.282, -0.611, -0.937], [-0.156, 2.168, 0.968]], "lowdin_charge": [0.032, -0.206, -0.130, -0.218, 0.092, -0.152, 0.126, 0.073, 0.065, 0.088, 0.101, 0.130], "charge": 0, "molar_mass_g_mol": 82.11, "de_lowest_kcal_mol": 96.7, "homo_ev": [-7.51, -7.24]}

---

{"formula": "C4H6N2", "method": "ωB97M-V/def2-TZVPD", "species": ["C", "C", "N", "H", "H", "H", "C", "C", "N", "H", "H", "H"], "positions_angstrom": [[-0.280, 1.988, -2.170], [-1.065, 1.509, -1.001], [-1.728, 1.163, -0.126], [0.744, 1.615, -2.127], [-0.220, 3.061, -2.352], [-0.652, 1.436, -3.033], [0.501, -1.303, 1.794], [0.542, -2.713, 1.804], [0.719, -3.852, 1.794], [1.471, -0.835, 1.627], [0.158, -1.032, 2.793], [-0.191, -1.037, 0.996]], "lowdin_spin": [0.008, 0.035, 0.064, 0.005, 0.001, 0.000, 0.081, 0.257, 0.485, 0.027, -0.002, 0.039], "charge": 1, "molar_mass_g_mol": 82.11, "de_lowest_kcal_mol": 103.9, "spin_multiplicity": 2, "homo_ev": [-15.66, -15.18]}

---

{"formula": "C4H6N2", "method": "ωB97M-V/def2-TZVPD", "species": ["C", "C", "C", "C", "N", "N", "H", "H", "H", "H", "H", "H"], "positions_angstrom": [[-0.964, 1.575, 0.239], [-1.074, -0.417, -0.687], [1.412, -1.972, -0.129], [0.253, 0.874, 0.637], [-1.723, 0.789, -0.464], [0.088, -0.338, -0.092], [-1.276, 2.612, 0.227], [-1.404, -1.074, -1.422], [1.400, -2.569, 0.753], [1.739, -2.045, -1.097], [0.923, 1.832, 0.344], [0.627, 0.734, 1.691]], "lowdin_charge": [0.012, 0.017, 0.823, -0.101, 0.194, 0.098, 0.172, 0.155, 0.115, 0.081, 0.244, 0.190], "charge": 2, "molar_mass_g_mol": 82.11, "de_lowest_kcal_mol": 180.3, "homo_ev": [-20.39, -20.38]}

---

{"formula": "C4H6N2O", "method": "ωB97M-V/def2-TZVPD", "species": ["O", "C", "N", "C", "C", "C", "N", "H", "H", "H", "H", "H", "H"], "positions_angstrom": [[-1.166, -0.702, -2.204], [-0.553, -0.268, -1.233], [-1.277, 0.423, -0.347], [-0.437, 0.996, 0.732], [0.925, 0.342, 0.406], [1.010, -1.130, 0.364], [0.829, -0.367, -0.888], [-2.156, 0.282, -0.982], [-0.794, 0.734, 1.735], [-0.356, 2.087, 0.665], [1.831, 0.931, 0.560], [1.978, -1.622, 0.451], [0.165, -1.706, 0.741]], "lowdin_charge": [0.037, -0.583, 0.072, -0.099, -0.222, -0.071, 0.061, 0.208, 0.113, 0.111, 0.139, 0.109, 0.125], "charge": 0, "molar_mass_g_mol": 98.10, "smiles": "O=C1NC[C@H]2CN12", "de_lowest_kcal_mol": 53.8, "homo_ev": -9.72}

---

{"formula": "C4H6N2O", "method": "ωB97M-V/def2-TZVPD", "species": ["N", "C", "C", "C", "C", "O", "N", "H", "H", "H", "H", "H", "H"], "positions_angstrom": [[1.464, -1.186, -1.351], [0.535, -0.598, -0.464], [-0.324, -1.092, 0.476], [-1.001, 0.024, 1.082], [-0.520, 1.144, 0.464], [-0.784, 2.472, 0.586], [0.404, 0.780, -0.475], [1.079, -1.263, -2.288], [1.706, -2.119, -1.041], [-0.481, -2.139, 0.702], [-1.761, -0.013, 1.851], [-1.416, 2.585, 1.305], [1.102, 1.404, -0.847]], "lowdin_charge": [0.076, -0.392, -0.060, -0.052, -0.397, 0.067, 0.136, 0.080, 0.077, 0.096, 0.096, 0.111, 0.161], "charge": 0, "molar_mass_g_mol": 98.10, "smiles": "Nc1ccc(O)[nH]1", "de_lowest_kcal_mol": 20.3, "homo_ev": -7.31}

---

{"formula": "C4H6N2O", "method": "ωB97M-V/def2-TZVPD", "species": ["C", "C", "C", "C", "O", "N", "N", "H", "H", "H", "H", "H", "H"], "positions_angstrom": [[0.905, 1.095, -1.452], [0.718, 0.148, -0.288], [-0.594, 0.223, 0.359], [-0.860, -0.586, 1.388], [-2.331, -1.191, 1.834], [-0.870, -1.422, 2.340], [1.592, -0.677, 0.150], [1.907, 0.998, -1.880], [0.763, 2.131, -1.125], [0.165, 0.893, -2.235], [-1.336, 0.961, 0.078], [-2.501, -1.950, 1.244], [2.443, -0.622, -0.412]], "lowdin_charge": [-0.052, -0.468, -0.061, -0.234, 0.006, 0.179, 0.113, 0.073, 0.082, 0.082, 0.109, 0.129, 0.042], "charge": 0, "molar_mass_g_mol": 98.10, "de_lowest_kcal_mol": 130.1, "homo_ev": -8.37}

---

{"formula": "C4H6N2O", "method": "ωB97M-V/def2-TZVPD", "species": ["C", "C", "N", "C", "C", "O", "N", "H", "H", "H", "H", "H", "H"], "positions_angstrom": [[2.176, -0.166, 0.132], [0.718, -0.090, -0.177], [0.152, -0.417, -1.307], [-1.205, -0.219, -1.133], [-1.441, 0.221, 0.136], [-2.548, 0.535, 0.853], [-0.219, 0.315, 0.745], [2.657, -0.766, -0.643], [2.354, -0.645, 1.102], [2.653, 0.821, 0.149], [-1.920, -0.415, -1.921], [-3.315, 0.195, 0.375], [-0.062, 0.631, 1.689]], "lowdin_charge": [-0.027, -0.412, 0.085, -0.105, -0.377, 0.071, 0.157, 0.079, 0.075, 0.076, 0.100, 0.115, 0.164], "charge": 0, "molar_mass_g_mol": 98.10, "smiles": "Cc1ncc(O)[nH]1", "de_lowest_kcal_mol": 12.8, "homo_ev": -8.03}

---

{"formula": "C4H6N2O", "method": "ωB97M-V/def2-TZVPD", "species": ["C", "C", "N", "C", "C", "O", "N", "H", "H", "H", "H", "H", "H"], "positions_angstrom": [[2.062, -0.226, 0.041], [0.686, 0.237, -0.211], [0.143, -0.253, -1.309], [-1.086, -0.585, -0.914], [-1.431, 0.087, 0.312], [-2.460, 0.965, 0.544], [-0.220, 0.544, 0.771], [2.613, -0.068, -0.883], [2.058, -1.314, 0.238], [2.506, 0.278, 0.891], [-1.474, -1.487, -1.374], [-3.320, 0.560, 0.420], [-0.077, 1.262, 1.473]], "lowdin_charge": [-0.039, -0.423, 0.096, -0.105, -0.317, 0.044, 0.132, 0.080, 0.092, 0.067, 0.099, 0.105, 0.168], "charge": 0, "molar_mass_g_mol": 98.10, "smiles": "Cc1ncc(O)[nH]1", "de_lowest_kcal_mol": 62.3, "homo_ev": -7.46}

---

{"formula": "C4H6N2O", "method": "ωB97M-V/def2-TZVPD", "species": ["C", "C", "C", "N", "C", "O", "N", "H", "H", "H", "H", "H", "H"], "positions_angstrom": [[2.001, 0.620, 0.153], [0.580, 0.366, -0.057], [1.434, -0.807, -0.053], [-1.667, -1.204, -0.233], [-1.698, 0.050, -0.067], [-2.834, 0.768, 0.060], [-0.564, 0.898, 0.023], [2.319, 0.961, 1.136], [2.592, 1.003, -0.675], [1.715, -1.277, -0.992], [1.305, -1.504, 0.771], [-2.621, -1.562, -0.259], [-2.560, 1.688, 0.194]], "lowdin_charge": [-0.058, -0.304, -0.061, 0.156, -0.546, 0.064, 0.157, 0.106, 0.104, 0.110, 0.110, 0.059, 0.103], "charge": 0, "molar_mass_g_mol": 98.10, "smiles": "[H]/N=C(\\O)N=C1CC1", "de_lowest_kcal_mol": 54.7, "homo_ev": -9.93}

---

{"formula": "C4H6N2O", "method": "ωB97M-V/def2-TZVPD", "species": ["C", "C", "C", "C", "N", "N", "O", "H", "H", "H", "H", "H", "H"], "positions_angstrom": [[3.164, -0.204, -0.099], [-0.209, -0.351, -0.405], [0.425, 0.692, 0.357], [-1.641, -0.688, -0.099], [2.380, -1.097, -0.224], [3.799, 0.845, -0.161], [0.800, -0.516, 0.655], [0.201, -0.693, -1.354], [1.044, 1.551, 0.192], [-2.270, -0.130, -0.796], [-1.888, -0.373, 0.915], [-1.846, -1.752, -0.208], [4.625, 1.004, 0.392]], "lowdin_charge": [-0.438, -0.259, -0.057, -0.039, 0.155, 0.137, -0.047, 0.137, 0.104, 0.088, 0.085, 0.081, 0.053], "charge": 0, "molar_mass_g_mol": 98.10, "de_lowest_kcal_mol": 157.0, "homo_ev": [-8.12, -8.75]}

---

{"formula": "C4H6N2O", "method": "ωB97M-V/def2-TZVPD", "species": ["C", "C", "C", "C", "N", "N", "O", "H", "H", "H", "H", "H", "H"], "positions_angstrom": [[0.356, 1.555, 0.586], [-1.405, -2.322, -1.616], [1.488, 0.932, 1.365], [-0.181, -0.569, -0.386], [-0.865, -1.422, -0.952], [-0.441, 0.738, -0.211], [0.032, 2.685, 0.864], [-2.208, -3.051, -1.176], [-1.044, -2.292, -2.654], [2.206, 1.621, 1.665], [1.205, 0.653, 2.330], [1.983, 0.128, 0.772], [-1.127, 1.344, -0.588]], "lowdin_charge": [-0.495, -0.042, -0.015, -0.101, -0.040, 0.088, 0.073, 0.110, 0.076, 0.057, 0.069, 0.084, 0.136], "charge": 0, "molar_mass_g_mol": 98.10, "de_lowest_kcal_mol": 71.0, "homo_ev": -8.47}

---

{"formula": "C4H6N2O", "method": "ωB97M-V/def2-TZVPD", "species": ["C", "C", "N", "C", "C", "N", "O", "H", "H", "H", "H", "H", "H"], "positions_angstrom": [[-0.922, 0.137, 0.245], [-0.099, -0.703, 1.112], [-1.182, -0.578, -1.001], [0.667, 0.834, 0.065], [1.424, 0.629, -1.004], [0.636, -1.148, 1.951], [-1.713, 0.974, 0.748], [-1.392, 0.127, -1.704], [-2.035, -1.112, -0.865], [0.354, -1.890, 2.584], [0.786, 1.631, 0.787], [1.238, -0.202, -1.673], [2.240, 1.302, -1.245]], "lowdin_charge": [-0.745, -0.012, 0.092, -0.075, 0.032, 0.228, -0.046, 0.093, 0.086, 0.108, 0.111, 0.063, 0.065], "charge": 0, "molar_mass_g_mol": 98.10, "de_lowest_kcal_mol": 109.6, "homo_ev": -8.66}

---

{"formula": "C4H6N2O", "method": "ωB97M-V/def2-TZVPD", "species": ["C", "O", "C", "C", "N", "C", "N", "H", "H", "H", "H", "H", "H"], "positions_angstrom": [[1.357, 0.726, 1.721], [0.903, 0.966, 0.396], [-0.063, 0.173, -0.085], [-0.421, -1.135, 0.119], [-0.889, -1.594, -1.097], [-1.122, -0.608, -1.899], [-0.679, 0.606, -1.517], [0.500, 0.719, 2.400], [2.006, 1.574, 1.954], [1.919, -0.215, 1.826], [-0.591, -1.817, 0.984], [-1.764, -0.786, -2.751], [-1.154, 1.390, -2.053]], "lowdin_charge": [-0.068, -0.094, -0.227, -0.114, 0.009, -0.306, 0.118, 0.095, 0.093, 0.098, 0.124, 0.112, 0.160], "charge": 0, "molar_mass_g_mol": 98.10, "smiles": "COc1cnc[nH]1", "de_lowest_kcal_mol": 73.2, "homo_ev": -7.98}

---

{"formula": "C4H6N2O", "method": "ωB97M-V/def2-TZVPD", "species": ["N", "C", "C", "O", "N", "C", "C", "H", "H", "H", "H", "H", "H"], "positions_angstrom": [[1.944, -0.112, -0.082], [0.594, -0.019, -0.042], [-0.134, 0.736, 1.009], [-0.109, -0.940, 1.311], [-1.377, 0.922, 0.366], [-1.445, 0.312, -0.858], [-0.275, -0.290, -1.173], [2.431, 0.240, 0.729], [2.356, -0.912, -0.540], [0.529, -0.904, 2.037], [-2.138, 1.429, 0.781], [-2.347, 0.364, -1.459], [-0.030, -0.826, -2.079]], "lowdin_charge": [0.148, -0.426, -0.114, -0.080, -0.014, -0.098, -0.036, 0.101, 0.107, 0.070, 0.123, 0.120, 0.099], "charge": 0, "molar_mass_g_mol": 98.10, "de_lowest_kcal_mol": 92.7, "homo_ev": -7.85}

---

{"formula": "C4H6N2O", "method": "ωB97M-V/def2-TZVPD", "species": ["N", "C", "C", "O", "N", "C", "C", "H", "H", "H", "H", "H", "H"], "positions_angstrom": [[0.814, -1.261, 1.194], [0.112, -0.354, 0.647], [0.754, 0.665, -0.303], [1.905, 0.776, -0.644], [-0.310, 1.443, -0.736], [-1.500, 1.024, -0.147], [-1.319, -0.027, 0.671], [1.875, -2.068, -0.878], [0.219, -1.886, 1.743], [2.172, -1.482, -1.228], [-0.208, 2.190, -1.403], [-2.418, 1.552, -0.374], [-2.079, -0.529, 1.254]], "lowdin_charge": [0.168, -0.311, -0.419, 0.070, 0.091, -0.084, -0.036, 0.038, 0.067, 0.035, 0.154, 0.123, 0.104], "charge": 0, "molar_mass_g_mol": 98.10, "smiles": "[H]/N=C1\\C=CNC1=O.[H][H]", "de_lowest_kcal_mol": 49.0, "homo_ev": -9.12}

---

{"formula": "C4H6N2O", "method": "ωB97M-V/def2-TZVPD", "species": ["O", "C", "N", "C", "C", "C", "N", "H", "H", "H", "H", "H", "H"], "positions_angstrom": [[1.353, 1.993, 0.879], [0.857, 1.063, 0.294], [1.387, -0.198, 0.172], [0.463, -1.137, -0.426], [-0.838, -0.330, -0.544], [-1.628, 1.204, 0.252], [-0.387, 1.088, -0.438], [2.055, -0.482, 0.872], [0.395, -2.049, 0.173], [0.749, -1.421, -1.447], [-1.409, -0.471, -1.455], [-1.552, -0.489, 0.322], [-1.418, 1.147, 1.352]], "lowdin_charge": [0.093, -0.528, 0.085, -0.134, -0.204, 0.106, -0.096, 0.147, 0.122, 0.121, 0.127, 0.111, 0.049], "charge": 0, "molar_mass_g_mol": 98.10, "de_lowest_kcal_mol": 105.5, "homo_ev": -8.61}

---

{"formula": "C4H6N2O", "method": "ωB97M-V/def2-TZVPD", "species": ["N", "C", "C", "N", "C", "O", "C", "H", "H", "H", "H", "H", "H"], "positions_angstrom": [[1.828, 0.748, 1.077], [0.562, 0.454, 0.363], [1.034, 1.701, 0.171], [-1.456, 0.360, -1.503], [-1.301, -0.611, -0.695], [-2.161, -1.677, -0.685], [-0.206, -0.649, 0.270], [2.639, 0.213, 0.769], [1.829, 0.952, 2.072], [1.511, 2.136, -0.696], [-2.294, 0.211, -2.063], [-1.922, -2.279, 0.030], [-0.025, -1.511, 0.904]], "lowdin_charge": [0.071, -0.305, 0.010, 0.135, -0.520, 0.043, -0.034, 0.147, 0.138, 0.077, 0.053, 0.091, 0.096], "charge": 0, "molar_mass_g_mol": 98.10, "de_lowest_kcal_mol": 101.5, "homo_ev": -7.51}